Record 1
{"formula": "C4H7O3S", "method": "ωB97M-V with the def2-TZVPD basis set", "elements": ["C", "C", "C", "C", "O", "O", "O", "S", "H", "H", "H", "H", "H", "H", "H"], "coordinates": [[-2.3600, -0.8280, -0.5994], [0.9088, -0.6433, 1.1386], [0.8557, 1.1758, -0.5144], [1.5976, 0.0188, 0.0167], [-2.1822, 0.3647, -0.9356], [-1.6811, -1.4333, 0.2822], [-0.1462, 1.6495, 0.3362], [2.9519, -0.4252, -0.7605], [1.5002, -1.4786, 1.4694], [-0.1159, -0.9735, 0.7520], [0.6939, 0.1304, 2.0461], [1.5491, 2.0605, -0.6577], [0.3562, 0.8469, -1.5336], [-0.8575, 0.9898, 0.1621], [-3.0705, -1.4546, -1.2023]], "atomic_forces_ev_per_a": [[1.57, -0.21, 0.21], [-0.32, 1.23, 1.56], [-0.60, 1.90, -1.73], [-0.17, -0.09, 0.20], [-0.58, -0.27, -0.06], [-1.38, -0.19, -0.60], [-0.28, -0.49, -0.06], [0.48, -0.47, 0.11], [0.11, -0.39, 0.34], [0.83, 0.30, 0.55], [0.51, -1.76, -2.26], [-0.53, -1.18, -0.34], [1.15, 0.65, 1.64], [-0.70, 0.67, 0.12], [-0.09, 0.30, 0.32]], "homo_lumo_gap_ev": 8.312, "energy_ha": -780.560559, "total_charge": -1, "de_lowest_kj_mol": 58.1}

***

Record 2
{"formula": "C15H28N4Pd", "method": "ωB97M-V with the def2-TZVPD basis set", "elements": ["Pd", "C", "C", "N", "C", "C", "N", "C", "C", "N", "H", "H", "H", "H", "H", "H", "H", "H", "H", "H", "H", "H", "H", "H", "H", "C", "N", "C", "C", "C", "C", "C", "C", "C", "C", "H", "H", "H", "H", "H", "H", "H", "H", "H", "H", "H", "H", "H"], "coordinates": [[0.1463, -0.1177, -1.1296], [2.1989, -1.5639, -2.8726], [2.8973, -0.3336, -2.3051], [2.4882, -0.0616, -0.9113], [2.8896, -1.0877, 0.0612], [1.7359, -1.5813, 0.9399], [0.5236, -1.9417, 0.1711], [0.7016, -3.1292, -0.7122], [0.2163, -2.8663, -2.1312], [0.7237, -1.5684, -2.6313], [2.6170, -2.4698, -2.4360], [2.4029, -1.6239, -3.9420], [2.6450, 0.5489, -2.8955], [3.9786, -0.4856, -2.3906], [2.8420, 0.8457, -0.6340], [3.6667, -0.7080, 0.7263], [3.3405, -1.9276, -0.4682], [1.4514, -0.7922, 1.6387], [2.0951, -2.4335, 1.5245], [-0.2129, -2.1547, 0.8308], [0.1578, -3.9854, -0.3113], [1.7537, -3.4102, -0.7074], [-0.8735, -2.8151, -2.1465], [0.5196, -3.6948, -2.7779], [0.2573, -1.3727, -3.5112], [-3.3016, 0.1692, 0.8167], [-2.7787, 0.4647, 2.1818], [-3.5377, 1.5907, 2.8072], [-1.2638, 0.6592, 2.1966], [-0.7982, 1.7217, 1.2503], [-0.9417, 3.0669, 1.6081], [-0.6212, 4.0898, 0.7297], [-0.1299, 3.7843, -0.5322], [0.0817, 2.4525, -0.8665], [-0.2511, 1.4200, 0.0050], [-4.3553, -0.0857, 0.8945], [-2.7395, -0.6611, 0.3937], [-3.1709, 1.0543, 0.2003], [-2.9545, -0.3581, 2.7597], [-3.4468, 2.4675, 2.1731], [-3.1323, 1.7886, 3.7960], [-4.5817, 1.2974, 2.8835], [-0.8500, -0.3115, 1.9266], [-1.0061, 0.8832, 3.2313], [-1.3039, 3.3192, 2.5983], [-0.7421, 5.1204, 1.0327], [0.1246, 4.5709, -1.2291], [0.5380, 2.2260, -1.8359]], "atomic_forces_ev_per_a": [[-0.06, -0.06, -0.01], [0.00, 0.01, 0.00], [-0.01, -0.03, 0.02], [0.01, 0.05, -0.11], [0.01, -0.03, 0.01], [0.04, 0.03, 0.05], [-0.07, -0.04, -0.03], [-0.04, -0.02, -0.03], [0.00, -0.05, 0.07], [0.09, 0.01, -0.02], [0.00, 0.00, 0.00], [0.00, 0.00, 0.01], [0.00, -0.01, 0.00], [0.00, 0.00, -0.01], [-0.02, -0.01, 0.01], [-0.01, 0.00, 0.00], [0.00, 0.01, 0.00], [0.01, -0.01, -0.02], [-0.01, 0.00, -0.01], [0.01, 0.04, 0.01], [0.02, 0.01, 0.01], [0.00, 0.01, -0.01], [0.01, 0.00, -0.01], [0.00, 0.01, -0.01], [0.00, 0.00, 0.01], [0.01, -0.01, -0.01], [0.01, -0.04, 0.01], [-0.03, 0.02, -0.01], [-0.02, -0.02, -0.02], [0.00, 0.02, 0.01], [0.03, 0.04, -0.02], [-0.01, -0.05, 0.02], [-0.02, -0.05, 0.04], [-0.01, 0.07, 0.08], [0.08, 0.02, -0.12], [0.00, 0.00, 0.00], [-0.01, 0.01, 0.00], [0.00, 0.00, 0.01], [0.00, 0.02, 0.00], [0.00, -0.01, 0.01], [0.00, 0.00, 0.00], [0.00, 0.00, 0.00], [0.00, 0.03, 0.02], [0.00, 0.00, 0.00], [0.01, 0.01, 0.00], [0.00, 0.00, 0.00], [0.00, 0.01, 0.00], [0.00, 0.01, 0.03]], "homo_lumo_gap_ev": [7.740, 7.741], "energy_ha": -934.686206, "total_charge": 2, "de_lowest_kj_mol": 0.6}